<1>
Computed, not measured: one molecule with the formula C5H9NO4, with wB97M-V/def2-TZVPD.

Positions of all 19 atoms, in Å:
C: -1.624 -1.083 0.542
O: -0.915 -0.430 -0.516
C: 0.219 0.348 -0.257
C: 1.073 -0.151 0.606
C: 2.433 0.422 0.818
O: 2.756 0.268 2.155
N: 2.513 1.408 2.945
O: 3.002 1.344 4.002
O: 0.351 1.515 -0.869
C: -0.819 2.189 -1.334
H: -2.494 -1.351 -0.001
H: -1.638 -0.381 1.376
H: -1.062 -2.008 0.946
H: 0.704 -1.073 1.043
H: 3.180 -0.089 0.170
H: 2.540 1.515 0.686
H: -1.745 2.003 -0.929
H: -0.991 1.982 -2.440
H: -0.619 3.387 -1.337

As for the gap between HOMO and LUMO: 9.104 eV. For the HOMO energy, the calculation gives -0.31541 hartree. The lowest unoccupied orbital energy comes out at 0.52 eV. The net charge is 0.

=====

<2>
Computed, not measured: a 2-piece molecular cluster, C5H9NO4 overall, with wB97M-V/def2-TZVPD.

Positions of all 19 atoms, in Å:
C: -1.253 1.930 0.467
O: -0.221 1.096 0.113
C: -0.156 -0.205 0.531
N: 0.118 -0.491 1.915
C: -0.292 -1.150 -0.429
C: -0.706 -0.891 -1.894
O: 0.006 -2.517 -0.187
H: -2.391 1.709 0.238
H: -1.135 2.896 -0.093
H: -1.175 2.096 1.498
H: 0.925 -1.023 2.174
H: 0.410 0.420 2.282
H: -1.684 -1.303 -1.983
H: 0.050 -1.382 -2.599
H: -0.776 0.225 -2.016
H: 0.252 -2.526 0.690
O: 2.809 0.242 0.884
C: 2.640 0.343 -0.239
O: 2.578 0.529 -1.351

As for the gap between HOMO and LUMO: 8.527 eV. For the HOMO energy, the calculation gives -0.29278 hartree. The lowest unoccupied orbital energy comes out at 0.56 eV. The net charge is 0.

=====

Which is most stable, and by how much? <2>, by 4.266 eV.

=====

<1>
Computed, not measured: one molecule with the formula C6H13NO, with wB97M-V/def2-TZVPD.

Positions of all 21 atoms, in Å:
C: -1.571 -1.367 -2.487
C: -0.644 -0.192 -2.028
C: -0.046 -0.311 -0.643
N: -0.642 0.643 0.289
C: -0.318 0.520 1.675
C: 1.050 1.150 2.123
C: 2.169 0.157 2.016
O: 2.131 -0.997 2.374
H: -2.600 -1.030 -2.578
H: -1.238 -1.655 -3.481
H: -1.477 -2.217 -1.820
H: -1.187 0.757 -2.033
H: 0.101 -0.130 -2.815
H: -0.125 -1.251 -0.094
H: 1.054 -0.171 -0.719
H: -0.646 1.581 -0.045
H: -1.042 1.031 2.311
H: -0.321 -0.550 1.870
H: 1.258 2.006 1.476
H: 1.006 1.552 3.137
H: 3.087 0.472 1.470

As for the gap between HOMO and LUMO: 9.578 eV. For the HOMO energy, the calculation gives -0.31566 hartree. The lowest unoccupied orbital energy comes out at 0.99 eV. The net charge is 0.

=====

<2>
Computed, not measured: a 2-piece molecular cluster, C6H13NO overall, with wB97M-V/def2-TZVPD.

Positions of all 21 atoms, in Å:
C: -0.195 1.274 -3.079
C: 0.179 0.841 -1.736
C: -0.470 -0.245 -1.234
C: -0.532 -0.654 0.234
C: -0.221 0.274 1.155
N: -0.134 -0.175 2.483
C: -0.290 0.799 3.551
H: -0.663 0.798 -3.920
H: -1.003 2.185 -2.928
H: 0.700 1.854 -3.501
H: 1.081 1.184 -1.283
H: -1.061 -0.845 -1.967
H: -0.977 -1.646 0.351
H: 0.036 1.237 0.917
H: -0.595 -1.087 2.579
H: 0.342 0.313 4.334
H: -1.367 1.178 3.719
H: 0.419 1.645 3.396
O: 1.637 -3.254 -0.747
H: 1.917 -3.229 -1.747
H: 1.200 -2.445 -0.580

As for the gap between HOMO and LUMO: 8.369 eV. For the HOMO energy, the calculation gives -0.27421 hartree. The lowest unoccupied orbital energy comes out at 0.91 eV. The net charge is 0.

=====

<3>
Computed, not measured: one molecule with the formula C6H13NO, with wB97M-V/def2-TZVPD.

Positions of all 21 atoms, in Å:
C: -0.226 1.742 1.405
C: -0.006 0.239 1.302
C: 0.420 -0.339 -0.107
C: 1.657 0.371 -0.666
N: 0.606 -1.765 0.054
C: -0.769 -0.100 -1.009
C: -1.920 -1.007 -1.039
O: -0.990 -1.060 -2.078
H: -0.519 1.992 2.421
H: 0.686 2.297 1.183
H: -1.014 2.074 0.726
H: -0.906 -0.295 1.613
H: 0.797 -0.057 1.981
H: 1.925 -0.082 -1.625
H: 2.497 0.271 0.030
H: 1.460 1.433 -0.833
H: 1.504 -1.969 0.468
H: 0.531 -2.225 -0.847
H: -0.917 0.935 -1.316
H: -1.925 -1.853 -0.360
H: -2.893 -0.602 -1.302

As for the gap between HOMO and LUMO: 10.263 eV. For the HOMO energy, the calculation gives -0.33951 hartree. The lowest unoccupied orbital energy comes out at 1.02 eV. The net charge is 0.

=====

Which is most stable, and by how much? <3>, by 0.106 eV.

=====

<1>
Computed, not measured: one molecule with the formula C6H13NO, with wB97M-V/def2-TZVPD.

Positions of all 21 atoms, in Å:
C: -2.086 1.251 -0.522
C: -0.944 0.758 0.337
O: -1.078 0.638 1.559
C: 0.406 0.523 -0.383
C: 1.458 1.454 0.220
N: 0.717 -0.920 -0.362
C: -0.530 -1.763 -0.606
C: 1.392 -1.378 0.847
H: -2.915 0.542 -0.458
H: -1.795 1.347 -1.570
H: -2.398 2.235 -0.163
H: 0.287 0.803 -1.436
H: 2.448 1.262 -0.205
H: 1.520 1.355 1.309
H: 1.198 2.498 0.014
H: -0.986 -1.480 -1.560
H: -1.268 -1.785 0.203
H: -0.202 -2.802 -0.712
H: 0.816 -1.173 1.755
H: 1.583 -2.456 0.791
H: 2.377 -0.909 0.943

As for the gap between HOMO and LUMO: 9.318 eV. For the HOMO energy, the calculation gives -0.30796 hartree. The lowest unoccupied orbital energy comes out at 0.94 eV. The net charge is 0.

=====

<2>
Computed, not measured: C6H13NO as an isolated structure, with wB97M-V/def2-TZVPD.

Positions of all 21 atoms, in Å:
C: -1.255 0.262 0.436
C: 0.909 -0.158 1.087
C: -0.882 -1.038 -1.539
C: 2.268 -0.229 0.472
C: 1.560 -0.461 -0.818
C: -1.175 1.624 -0.169
N: -1.466 -0.817 -0.340
O: -1.887 0.162 1.664
H: -1.228 0.328 2.357
H: -1.722 -1.635 0.197
H: 0.700 0.742 1.665
H: 0.561 -1.077 1.546
H: -0.982 -2.033 -1.944
H: -0.790 -0.214 -2.227
H: 2.832 0.704 0.517
H: 2.904 -1.047 0.816
H: 1.647 -1.427 -1.288
H: 1.470 0.376 -1.493
H: -0.470 1.648 -0.997
H: -0.838 2.337 0.585
H: -2.157 1.954 -0.530

As for the gap between HOMO and LUMO (spin up / spin down): 7.270 / 7.272 eV. For the HOMO energy (spin up / spin down), the calculation gives -0.23777 / -0.23783 hartree. The lowest unoccupied orbital energy (spin up / spin down) comes out at 0.80 / 0.80 eV. The net charge is 0.

=====

Which is most stable, and by how much? <1>, by 4.797 eV.